# 1
This record from the OMol25 dataset describes C3H4LiO3Yb as an isolated structure. The level of theory is the ωB97M-V functional and the def2-TZVPD basis.

XYZ file:
```
12
Properties=species:S:1:pos:R:3:forces:R:3:lowdin_spin:R:1
O -2.39279 1.31023 -0.70933 4.0 0.9 -0.5 0.21
C -3.17002 0.58742 -0.02502 -2.7 -0.5 -1.5 0.23
C -3.47286 -0.70148 -0.54989 0.6 -0.2 1.4 0.52
H 0.04378 -0.37090 1.57768 1.8 0.4 -0.2 0.00
H -3.89589 1.08141 0.63890 0.6 -0.1 0.4 0.01
H -2.73475 -1.15219 -1.21628 -0.6 -0.1 -0.1 0.02
H -4.31624 -1.25494 -0.13931 0.1 -0.1 -0.3 0.02
Yb -0.25411 1.52271 -1.43064 -0.2 -1.4 2.6 0.93
O 1.06933 0.23569 -0.08929 -1.4 3.7 -3.9 0.05
C 1.00386 -0.50725 0.93038 -2.4 -3.9 2.1 0.01
O 1.61636 -1.56967 1.05548 -0.4 1.5 -0.3 0.00
Li 1.41041 -3.31581 0.49046 0.6 -0.3 0.4 0.00
```
Positions in Å, forces in eV/Å.

Output
- HOMO (spin up / spin down) (eV) = -22.11 / -22.09
- max |F| (Eh/bohr) = 0.107
- net charge = +3
- spin multiplicity = 3
- frontier orbital gap (spin up / spin down) (eV) = 7.5 / 4.5
- expectation value of S² = 2.006

# 2
This record from the OMol25 dataset describes C41H45GaO6Si as an isolated structure. The level of theory is the ωB97M-V functional and the def2-TZVPD basis.

XYZ file:
```
94
Properties=species:S:1:pos:R:3:forces:R:3:lowdin_charge:R:1
C 0.02746 -0.89677 -5.54964 0.3 -0.1 -0.9 -0.24
C -0.54928 -1.91979 -4.53021 0.0 0.2 -0.2 -0.05
C -0.13699 0.52704 -4.96405 0.1 -0.3 -0.1 -0.05
C -1.30819 0.39424 -3.99421 0.2 -0.4 -0.6 -0.19
H -0.33307 1.24037 -5.77126 0.2 -0.1 0.3 0.13
H 0.78816 0.81157 -4.44169 -0.3 -0.1 -0.1 0.14
C -1.16730 -1.04616 -3.44114 0.1 0.3 0.6 -0.20
H 0.26993 -2.56607 -4.18542 -0.4 0.1 0.1 0.13
H -1.32556 -2.54737 -4.99184 0.2 0.2 0.1 0.12
C -0.18469 -0.80870 -2.30153 0.6 0.1 0.6 -0.16
H -2.09578 -1.46522 -3.02982 0.1 0.1 -0.2 0.15
H -2.23354 0.53074 -4.57822 0.1 0.1 0.4 0.16
C -1.18533 1.27063 -2.74786 -0.7 0.2 -0.1 -0.54
C 1.45645 -1.11597 -5.98428 1.2 -1.2 1.0 -0.45
C -0.68122 -1.00092 -6.90239 -1.1 1.4 0.2 -0.42
O -1.45685 -0.14000 -7.27755 0.8 -1.5 -0.2 0.12
O 2.20708 -2.01224 -5.62909 -0.8 1.0 -0.4 0.10
O 1.81514 -0.20350 -6.90360 0.3 0.0 -0.1 -0.02
O -0.33401 -2.02475 -7.71901 -0.5 -0.3 0.1 -0.03
C 0.07673 -3.34986 -7.26699 0.0 0.3 -0.2 -0.02
H -0.28510 -3.61255 -6.26270 0.2 0.2 -0.5 0.09
H 1.17094 -3.42065 -7.29558 -0.4 0.0 0.1 0.09
H -0.36736 -4.01066 -8.01576 0.1 0.0 0.2 0.09
C 3.08492 -0.45346 -7.51890 0.0 0.1 0.1 -0.04
H 3.89107 -0.36311 -6.78036 -0.2 0.0 -0.2 0.10
H 3.17731 0.30229 -8.30349 0.0 -0.2 0.2 0.09
H 3.10691 -1.46227 -7.94752 0.0 0.2 0.1 0.09
O -0.41847 0.52924 -1.82428 -0.3 -0.4 -0.6 -0.16
H 0.86554 -0.89405 -2.64984 -0.3 0.2 0.0 0.12
H -0.27492 -1.51732 -1.45985 -0.1 0.4 -0.3 0.08
C -2.61413 1.51126 -2.23422 -0.1 0.2 0.2 -0.02
C -0.52096 2.64400 -2.94948 0.1 0.2 -0.1 -0.02
H -0.73924 3.06116 -3.93927 -0.1 0.0 0.0 0.08
H 0.56715 2.60946 -2.82510 -0.2 -0.2 0.0 0.09
H -0.91303 3.34986 -2.20878 0.2 -0.1 0.0 0.08
H -2.59994 1.93500 -1.22583 0.1 -0.2 0.0 0.09
H -3.21215 0.59427 -2.22710 0.2 0.1 0.1 0.08
H -3.10074 2.24010 -2.89606 0.0 -0.1 0.0 0.08
Ga 0.85206 0.11087 0.84216 -2.4 -0.4 -2.8 0.61
C -1.77090 -1.96459 1.60896 -0.2 -0.8 -0.6 -0.22
C -2.16988 -2.10392 0.24748 0.4 -0.6 0.5 -0.22
C -1.48940 -3.23634 -0.29475 -0.1 0.2 0.9 -0.24
H -2.88594 -1.47077 -0.26913 0.1 0.0 0.0 0.05
C -0.67996 -3.79639 0.73841 -0.5 0.4 -0.1 -0.22
C -0.86937 -3.02167 1.91185 -0.3 0.1 -0.3 -0.21
H -0.41800 -3.20923 2.88642 0.0 0.1 -0.2 0.06
H -2.12621 -1.20162 2.29519 0.1 -0.1 -0.2 0.05
H -1.57613 -3.60665 -1.31267 0.0 0.0 0.0 0.05
H -0.03944 -4.67267 0.64250 -0.1 0.2 0.0 0.05
C 3.04854 0.29374 0.78349 1.8 -2.0 0.2 -0.32
C 2.60147 -0.92832 1.51388 2.6 -0.1 -1.1 -0.30
C 2.53359 -1.98410 0.52358 0.6 1.2 0.7 -0.15
H 2.72083 -1.06946 2.58958 -0.5 0.1 -0.3 0.08
C 2.92232 -1.45490 -0.72047 0.2 -0.1 0.3 -0.19
C 3.22920 -0.08962 -0.58923 0.6 0.2 1.2 -0.21
H 3.63217 0.55037 -1.38262 -0.4 -0.2 0.3 0.08
H 3.46489 1.17343 1.28289 -0.5 -0.2 -0.4 0.07
H 2.33859 -3.02589 0.73749 -0.4 0.2 0.0 0.09
H 3.09226 -2.04358 -1.62365 -0.4 0.2 0.1 0.08
O -0.10100 0.86279 2.19749 -0.8 1.6 3.4 -0.36
Si -0.24406 1.22131 3.78848 0.2 -1.0 -2.9 0.45
C -0.06647 -0.35999 4.73437 0.0 -0.1 0.5 -0.21
C -1.17661 -1.17611 4.98733 0.3 -0.4 0.4 -0.11
C -1.02997 -2.35986 5.72206 0.1 0.2 -0.1 -0.10
C 0.23713 -2.74509 6.17850 0.0 0.2 -0.2 -0.11
C 1.35878 -1.96682 5.86573 -0.2 0.1 -0.1 -0.10
C 1.20537 -0.77897 5.14179 -0.2 -0.5 0.5 -0.09
C 1.10249 2.41734 4.28154 -0.2 0.4 0.5 -0.20
C 0.79365 3.51672 5.09392 0.7 0.3 0.2 -0.09
C 1.80960 4.37392 5.54477 0.0 -0.2 -0.2 -0.11
C 3.14003 4.14774 5.16777 -0.3 0.0 -0.1 -0.12
C 3.44715 3.07948 4.32098 -0.3 -0.1 0.0 -0.09
C 2.43061 2.22117 3.88394 0.4 0.2 0.2 -0.09
C -1.93302 1.94715 4.11245 -0.1 0.2 0.5 -0.22
C -2.54878 1.78975 5.36510 -0.5 0.5 -0.1 -0.10
C -3.76764 2.42772 5.64139 0.3 -0.1 -0.2 -0.11
C -4.36981 3.23034 4.66823 0.2 -0.2 -0.1 -0.12
C -3.77590 3.37010 3.40910 0.3 -0.3 0.1 -0.10
C -2.56164 2.72447 3.12748 -0.4 0.2 0.4 -0.07
H -2.16409 -0.89369 4.61330 0.3 -0.1 0.1 0.10
H -1.91081 -2.97581 5.92922 0.4 0.1 -0.1 0.10
H 0.35234 -3.66612 6.75315 0.0 0.2 -0.2 0.09
H 2.35672 -2.27792 6.18039 -0.3 0.0 0.0 0.09
H 2.08049 -0.16987 4.90894 -0.2 -0.2 0.1 0.09
H -0.24380 3.71347 5.38177 0.3 -0.1 -0.1 0.09
H 1.56206 5.21886 6.19010 0.1 -0.2 -0.2 0.09
H 3.93144 4.81182 5.51730 -0.2 -0.1 -0.1 0.09
H 4.47366 2.90431 3.99462 -0.2 0.1 0.1 0.10
H 2.69740 1.38908 3.22842 -0.2 0.2 0.2 0.08
H -2.07714 1.17723 6.14253 -0.1 0.2 -0.3 0.10
H -4.23462 2.29549 6.61857 0.1 0.1 -0.2 0.09
H -5.30935 3.73782 4.88512 0.2 -0.1 0.0 0.09
H -4.24847 3.98085 2.64034 0.0 -0.1 0.2 0.09
H -2.09339 2.84285 2.14632 -0.1 -0.2 0.3 0.11
```
Positions in Å, forces in eV/Å.

Output
- HOMO (eV) = 1.11
- max |F| (Eh/bohr) = 0.075
- net charge = -2
- frontier orbital gap (eV) = 2.7

# 3
This record from the OMol25 dataset describes C29H28N13O2Tl as an isolated structure. The level of theory is the ωB97M-V functional and the def2-TZVPD basis.

XYZ file:
```
73
Properties=species:S:1:pos:R:3:forces:R:3:lowdin_charge:R:1
Tl 0.69712 -0.41644 -1.05922 0.0 0.0 -0.1 0.87
C 0.36683 1.19862 2.64169 0.0 0.0 0.0 -0.19
C -0.85220 0.29222 2.43969 0.0 0.0 0.0 -0.11
C -0.52189 -1.17708 2.43771 0.1 0.0 0.0 -0.29
C -1.42927 -2.12057 2.90976 0.0 0.0 0.0 -0.05
C -1.11982 -3.46504 2.79495 0.0 0.0 0.0 -0.10
C 0.08023 -3.83021 2.20921 0.0 0.0 0.0 -0.07
C 0.93581 -2.82623 1.77500 0.0 0.0 0.0 -0.13
N 0.64737 -1.53034 1.90172 0.0 0.0 0.0 0.10
N 0.78965 1.86344 1.41800 0.0 0.0 0.0 -0.16
C -0.13470 2.90792 1.04810 0.0 0.0 0.0 -0.16
C -0.07192 3.34908 -0.39655 0.0 0.0 0.0 -0.28
C -0.90241 4.38992 -0.80938 0.0 0.0 0.0 -0.05
C -0.93185 4.72948 -2.14731 0.0 0.0 0.0 -0.09
C -0.12708 4.02797 -3.03376 0.0 0.0 0.0 -0.07
C 0.69035 3.02769 -2.53237 0.0 0.0 0.0 -0.12
N 0.72651 2.70384 -1.23610 -0.1 0.0 0.0 0.09
C 2.16255 2.34131 1.49575 0.0 0.0 0.0 -0.15
C 3.14515 1.19853 1.43134 0.0 0.0 0.0 -0.29
C 3.76338 0.69028 2.56477 0.0 0.0 0.0 -0.05
C 4.57039 -0.43400 2.44418 0.0 0.0 0.0 -0.08
C 4.74042 -1.00244 1.19661 0.0 0.0 0.0 -0.07
C 4.11857 -0.39651 0.10962 0.0 0.0 0.0 -0.15
N 3.34738 0.67869 0.21802 -0.1 -0.1 0.0 0.10
H 1.19933 0.58569 2.98369 0.0 0.0 0.0 0.10
H 0.16368 1.94739 3.43270 0.0 0.0 0.0 0.12
H -1.30010 0.50283 1.45789 0.0 0.0 0.0 0.09
H -1.62709 0.49210 3.18416 0.0 0.0 0.0 0.11
H -2.37151 -1.79453 3.33469 0.0 0.0 0.0 0.11
H -1.81835 -4.21851 3.14232 0.0 0.0 0.0 0.10
H 0.35370 -4.86740 2.06824 0.0 0.0 0.0 0.10
H 1.87090 -3.06420 1.27495 0.0 0.0 0.0 0.07
H -0.02718 3.79583 1.70543 0.0 0.0 0.0 0.13
H -1.14868 2.52611 1.18307 0.0 0.0 0.0 0.11
H -1.53741 4.89102 -0.08756 0.0 0.0 0.0 0.11
H -1.58749 5.51814 -2.49930 0.0 0.0 0.0 0.09
H -0.13369 4.23404 -4.09585 0.0 0.0 0.0 0.10
H 1.32013 2.43878 -3.19402 0.0 0.0 0.0 0.07
H 2.32560 2.93543 2.41653 0.0 0.0 0.0 0.12
H 2.34043 2.98167 0.63350 0.0 0.0 0.0 0.11
H 3.58581 1.15308 3.52860 0.0 0.0 0.0 0.10
H 5.03774 -0.87049 3.31941 0.0 0.0 0.0 0.10
H 5.30493 -1.91183 1.04589 0.0 0.0 0.0 0.10
H 4.22323 -0.81168 -0.88495 0.0 0.0 0.0 0.10
N 2.52304 -2.79453 -3.88845 0.0 0.0 0.0 0.10
C 2.39587 -1.46171 -4.28721 0.0 0.0 0.0 -0.53
N 2.73547 -1.07976 -5.51471 0.0 0.0 0.0 -0.02
N 2.43155 0.22947 -5.54447 0.0 0.0 0.0 -0.15
N 1.95041 0.59655 -4.40066 0.0 0.0 0.0 -0.13
N 1.89844 -0.46548 -3.56495 0.1 0.0 0.0 -0.08
C 2.93604 -3.17747 -2.61259 0.0 0.0 0.0 -0.52
N 3.79014 -4.18457 -2.43890 0.0 0.0 0.0 -0.02
N 3.90251 -4.29080 -1.10587 0.0 -0.1 0.0 -0.14
N 3.16016 -3.39866 -0.52865 0.1 0.1 0.0 -0.13
N 2.51877 -2.66091 -1.46300 0.0 -0.1 0.0 -0.04
H 3.01201 -3.32564 -4.59280 0.0 0.0 0.0 0.10
C -3.83154 -2.92774 0.49073 0.0 0.0 0.0 -0.04
C -3.13591 -1.69574 -0.09205 0.0 -0.1 0.0 -0.41
O -1.96808 -1.82177 -0.42148 0.0 0.0 0.1 -0.03
C -3.91467 -0.46297 -0.24687 -0.1 -0.1 0.0 -0.10
C -5.31752 -0.53922 -0.22106 0.0 0.0 0.0 -0.09
C -6.13703 0.54204 -0.45648 0.0 0.0 0.0 -0.15
C -5.52780 1.78117 -0.73396 0.0 0.0 0.0 -0.14
C -4.16843 1.91289 -0.74673 0.0 0.0 0.0 -0.03
C -3.26831 0.81197 -0.47560 0.0 0.1 0.0 -0.39
O -2.03079 1.00965 -0.40679 0.0 0.0 -0.1 -0.14
H -3.05670 -3.65001 0.73677 0.0 0.0 0.0 0.06
H -4.50178 -3.37156 -0.24960 0.0 0.0 0.0 0.08
H -4.42148 -2.68952 1.37741 0.0 0.0 0.0 0.07
H -5.77944 -1.50163 -0.03141 0.0 0.0 0.0 0.09
H -7.21471 0.43703 -0.44782 0.0 0.0 0.0 0.07
H -6.14761 2.64924 -0.94254 0.0 0.0 0.0 0.08
H -3.69716 2.86611 -0.96107 0.0 0.0 0.0 0.09
```
Positions in Å, forces in eV/Å.

Output
- HOMO (eV) = -2.18
- max |F| (Eh/bohr) = 0.002
- net charge = -2
- frontier orbital gap (eV) = 6.6